Model i:
Here is a single C8H12N2S molecule from the OMol25 dataset. Energies are from ωB97M-V/def2-TZVPD.

```
23
Properties=species:S:1:pos:R:3
S -0.3028 -2.4652 -0.0991
N -3.0955 1.3744 -0.1877
N -1.4517 -0.1206 0.0583
C -3.6357 0.2305 0.3175
C 1.0748 -0.1410 -0.0725
C -1.8331 1.1817 -0.3616
C -2.6874 -0.7018 0.4473
C 1.1634 0.9915 0.8173
C 1.6671 0.2968 -1.4845
C 2.1046 -1.2174 0.4882
C -0.3077 -0.8032 -0.1004
H 2.2272 1.2633 1.0710
H 0.6662 1.7859 0.3225
H 1.7378 -1.5848 1.4370
H -2.8418 -1.6729 0.7914
H 3.0492 -0.7017 0.4335
H 2.2143 1.1562 -1.2330
H 0.8304 0.6840 -2.2102
H -1.2104 1.8954 -0.8582
H 0.6222 0.9639 1.8149
H 2.2113 -2.0232 -0.2329
H -4.6054 0.0715 0.5661
H 2.4031 -0.4632 -1.7249
```

Calculated values
**SMILES**: CC(C)(C)C(=S)n1ccnc1
**HOMO level**: -8.543 eV
**Lowest unoccupied orbital energy**: -0.016 hartree
**Frontier orbital gap**: 8.1 eV
**Charge**: 0
**Molar mass**: 168.3 g/mol

Here are the Mulliken charges for atoms 1 to 5, given in e: number 1, S, carries -0.293; number 2, N, carries -0.611; number 3, N, carries 0.199; number 4, C, carries -0.529; number 5, C, carries 1.857

***

Model ii:
Here is a single C8H12N2S molecule from the OMol25 dataset. Energies are from ωB97M-V/def2-TZVPD.

```
23
Properties=species:S:1:pos:R:3
S 2.1003 -1.2178 2.0181
N -2.9909 -2.7441 0.2852
N -0.6634 -0.4949 0.8566
C 0.2523 1.5404 -0.1628
C -0.6804 -1.8973 0.8590
C -2.2311 0.9676 -0.3778
C -0.7926 0.3896 -0.2685
C 2.4304 0.2214 -0.9801
C 1.4169 -0.1437 1.1537
C 1.5739 0.8441 0.1542
C -1.9763 -2.3757 0.6151
H 2.4857 0.9201 -1.7720
H -3.1531 0.3328 -0.6007
H 2.0003 -0.7434 -1.3194
H 2.2975 1.6330 0.6401
H 3.4813 -0.0064 -0.7827
H 0.0830 2.2683 0.7048
H -0.5821 -0.1630 -1.2213
H -2.4685 1.7926 -1.1583
H -2.4635 1.3858 0.5695
H -0.2802 -2.2576 1.7852
H 0.1170 2.1146 -1.0798
H 0.0433 -2.3662 0.0816
```

Calculated values
**HOMO level (spin up / spin down)**: -8.418 / -8.419 eV
**Lowest unoccupied orbital energy (spin up / spin down)**: -0.024 / -0.024 hartree
**Frontier orbital gap (spin up / spin down)**: 7.8 / 7.8 eV
**Charge**: 0
**Molar mass**: 168.3 g/mol

Here are the Mulliken charges for atoms 1 to 5, given in e: number 1, S, carries -0.289; number 2, N, carries -0.442; number 3, N, carries -0.485; number 4, C, carries -0.970; number 5, C, carries -0.261

***

Quick one: least stable of them? model ii

***

Model i:
Here is a single C2H5FO molecule from the OMol25 dataset. Energies are from ωB97M-V/def2-TZVPD.

```
9
Properties=species:S:1:pos:R:3
F -1.7264 -0.6732 -0.7722
O -0.3182 1.4933 0.5641
C -0.5745 -0.8779 -0.0660
C 0.5637 0.6062 0.0408
H 0.8201 0.7962 -1.0479
H 1.1882 0.0723 0.7692
H -1.0833 1.7927 0.0833
H -0.8520 -1.2150 0.9770
H -0.2350 -1.7736 -0.4670
```

Calculated values
**SMILES**: OCCF
**HOMO level**: -9.449 eV
**Lowest unoccupied orbital energy**: 0.037 hartree
**Frontier orbital gap**: 10.5 eV
**Charge**: 0
**Molar mass**: 64.1 g/mol

Here are the Mulliken charges for atoms 1 to 5, given in e: number 1, F, carries -0.278; number 2, O, carries -0.486; number 3, C, carries -0.421; number 4, C, carries -0.329; number 5, H, carries 0.291

***

Model ii:
Here is a single C2H5FO molecule from the OMol25 dataset. Energies are from ωB97M-V/def2-TZVPD.

```
9
Properties=species:S:1:pos:R:3
F -1.3613 0.9332 0.1660
O -0.8020 -1.2911 0.0921
C 0.8918 0.3629 0.0635
C -0.4878 0.0293 -0.3628
H -1.3658 -1.1776 0.8106
H 0.8259 0.5948 1.1241
H 1.4443 1.0488 -0.6137
H 1.4886 -0.4543 0.2021
H -0.6337 -0.0459 -1.4818
```

Calculated values
**SMILES**: C[C@@H](O)F
**HOMO level**: -10.778 eV
**Lowest unoccupied orbital energy**: 0.039 hartree
**Frontier orbital gap**: 11.9 eV
**Charge**: 0
**Molar mass**: 64.1 g/mol

Here are the Mulliken charges for atoms 1 to 5, given in e: number 1, F, carries -0.279; number 2, O, carries -0.494; number 3, C, carries -1.126; number 4, C, carries 0.431; number 5, H, carries 0.279

***

Quick one: least stable of them? model i

***

Model i:
Here is a molecular structure, C2H3Br2O4P from the OMol25 dataset. Energies are from ωB97M-V/def2-TZVPD.

```
12
Properties=species:S:1:pos:R:3
Br 2.8209 -1.2572 0.7678
Br 1.9330 1.4156 -0.6562
P -0.7444 -0.7509 -1.5201
O -0.9892 0.6369 -0.9695
O -0.3474 -0.4176 -3.1635
O 0.5256 -1.4235 -0.8381
O -1.9341 -1.6432 -1.5911
C 1.5099 0.0461 0.6328
C 0.6471 0.2836 1.6255
H 0.5925 -0.5773 2.2792
H -0.6464 0.4350 -2.8997
H -0.1030 0.9292 1.3129
```

Calculated values
**HOMO level**: 0.131 eV
**Lowest unoccupied orbital energy**: 0.192 hartree
**Frontier orbital gap**: 5.1 eV
**Charge**: -2
**Molar mass**: 281.8 g/mol

Here are the Mulliken charges for atoms 1 to 5, given in e: number 1, Br, carries -0.176; number 2, Br, carries -0.172; number 3, P, carries 0.882; number 4, O, carries -0.782; number 5, O, carries -0.586

***

Model ii:
Here is a molecular structure, C2H3Br2O4P from the OMol25 dataset. Energies are from ωB97M-V/def2-TZVPD.

```
12
Properties=species:S:1:pos:R:3
Br 2.7559 -0.7090 -0.6088
Br 1.8438 2.2338 -0.1001
P -0.8409 -0.1383 0.8136
O -1.1204 -1.3542 -0.0587
O 0.5807 0.0374 1.3506
O -1.5215 1.1524 0.3123
O -1.6081 -0.6762 2.2730
C 0.3107 0.2603 -1.6130
C 1.3714 0.5392 -0.8613
H 0.4673 -0.6105 -2.1140
H -1.6460 -1.6206 2.1741
H -0.5929 0.8857 -1.5675
```

Calculated values
**HOMO level**: 0.235 eV
**Lowest unoccupied orbital energy**: 0.194 hartree
**Frontier orbital gap**: 5.1 eV
**Charge**: -2
**Molar mass**: 281.8 g/mol

Here are the Mulliken charges for atoms 1 to 5, given in e: number 1, Br, carries -0.162; number 2, Br, carries -0.166; number 3, P, carries 1.047; number 4, O, carries -0.847; number 5, O, carries -0.701

***

Quick one: least stable of them? model i

***

Model i:
Here is 2 unconnected molecules or ions with the total composition C2H3IN2O2 from the OMol25 dataset. Energies are from ωB97M-V/def2-TZVPD.

```
10
Properties=species:S:1:pos:R:3
I -1.1401 -1.0173 -3.1612
O -0.0580 1.5003 1.9787
O 0.3494 -1.2837 -0.3580
N 0.0394 -0.4181 -1.1564
N -0.2524 0.3704 2.1963
C -0.3855 -0.7663 1.9410
C 0.5791 0.7114 -1.2738
H 0.0802 1.5101 -1.8869
H 1.3448 1.0527 -0.6611
H -0.5569 -1.6596 2.3814
```

Calculated values
**SMILES**: C=[N+]([O-])I.C#[N+][O-]
**HOMO level (spin up / spin down)**: -9.345 / -9.349 eV
**Lowest unoccupied orbital energy (spin up / spin down)**: -0.080 / -0.080 hartree
**Frontier orbital gap (spin up / spin down)**: 7.2 / 7.2 eV
**Charge**: 0
**Molar mass**: 214.0 g/mol

Here are the Mulliken charges for atoms 1 to 5, given in e: number 1, I, carries 0.066; number 2, O, carries -0.613; number 3, O, carries -0.483; number 4, N, carries 0.085; number 5, N, carries 0.478

***

Model ii:
Here is 2 unconnected molecules or ions with the total composition C2H3IN2O2 from the OMol25 dataset. Energies are from ωB97M-V/def2-TZVPD.

```
10
Properties=species:S:1:pos:R:3
I 2.9360 0.2099 0.2820
O -1.1219 -3.0951 -0.1736
O -1.5963 1.2925 0.2044
N -0.5553 -0.9537 -0.2456
N -1.0080 -2.0343 -0.7133
C -0.1437 1.5653 0.1650
C -0.7578 0.2214 0.2162
H 0.4828 1.9388 1.0750
H 1.5061 -0.9546 -0.0402
H 0.2580 1.8099 -0.7699
```

Calculated values
**SMILES**: O=N/N=C1/CO1.I
**HOMO level**: -9.343 eV
**Lowest unoccupied orbital energy**: -0.023 hartree
**Frontier orbital gap**: 8.7 eV
**Charge**: 0
**Molar mass**: 214.0 g/mol

Here are the Mulliken charges for atoms 1 to 5, given in e: number 1, I, carries -0.154; number 2, O, carries -0.353; number 3, O, carries -0.342; number 4, N, carries 0.188; number 5, N, carries -0.241

***

Quick one: least stable of them? model i